Entry 1:
Density functional theory data (ωB97M-V/def2-TZVPD) for 12 unconnected molecules or ions with the total composition C36H56O36S2 at a distorted geometry.

Element x y z (Å)
1 C 5.30613 -1.00205 -0.90192
2 C 4.95713 0.23195 -1.77792
3 O 3.77713 0.79795 -1.30092
4 S 2.91513 1.87695 -1.99892
5 C 2.07113 1.04695 -3.25692
6 O 1.90613 2.29595 -1.05292
7 O 3.93113 2.77295 -2.54292
8 H 5.10813 -0.79105 0.13608
9 H 6.36313 -1.16805 -1.02892
10 H 4.80313 -1.86105 -1.18492
11 H 5.83513 1.02495 -1.63192
12 H 4.92613 0.03695 -2.81392
13 H 2.40313 0.82295 -4.36892
14 H 1.17413 1.59895 -3.31192
15 H 2.01113 -0.17705 -3.08592
16 C 0.51713 -1.14205 -0.09092
17 C -0.73987 -0.25205 -0.11992
18 O -0.68687 0.53095 -1.38792
19 S -1.81687 1.66195 -1.68792
20 C -1.30287 2.97695 -0.80192
21 O -1.77987 1.88495 -3.09792
22 O -2.98687 1.17495 -0.94492
23 H 0.55113 -1.60705 0.75008
24 H 1.25013 -0.35905 -0.29692
25 H 0.41813 -1.95505 -0.97092
26 H -1.59787 -0.59005 -0.04692
27 H -0.48087 0.34795 0.63308
28 H -1.29787 2.98895 0.31808
29 H -1.94287 3.90095 -1.01492
30 H -0.33687 3.29595 -1.30392
31 O -2.01487 6.30395 -0.49292
32 C -2.59587 6.72095 0.44108
33 O -3.83787 6.56595 0.74708
34 C -4.08287 7.29895 1.90708
35 C -2.85887 7.94595 2.28008
36 O -1.90987 7.46295 1.46708
37 H -4.86487 7.88295 1.67408
38 H -4.48887 6.58495 2.40808
39 H -2.54987 7.97495 3.33408
40 H -2.81287 9.05795 2.03108
41 O -5.37487 -4.53605 -0.78092
42 C -4.47287 -3.95905 -1.36292
43 O -4.58787 -3.50205 -2.69692
44 C -3.39787 -2.95105 -3.18892
45 C -2.49587 -3.31905 -2.18992
46 O -3.23087 -3.78405 -1.08992
47 H -3.19387 -3.36205 -4.19592
48 H -3.60087 -1.78705 -3.35492
49 H -1.85487 -2.50705 -1.96392
50 H -1.94387 -4.07505 -2.78992
51 O 0.82213 0.28295 -8.81692
52 C 0.05513 0.40495 -7.90392
53 O 0.45213 0.17795 -6.67892
54 C -0.57787 0.37795 -5.69092
55 C -1.86187 0.30495 -6.64392
56 O -1.28187 0.56895 -7.93492
57 H -0.93887 -0.23805 -4.90692
58 H -0.74687 1.25595 -5.14292
59 H -2.77687 0.79195 -6.54492
60 H -2.32987 -0.76105 -6.72792
61 O 3.80613 3.21595 5.20708
62 C 3.40913 2.77995 4.07808
63 O 2.15913 2.39395 3.84008
64 C 1.93813 2.10195 2.48908
65 C 3.32713 2.44595 1.80308
66 O 4.07113 2.88595 2.90108
67 H 1.48813 1.06495 2.28008
68 H 1.39513 2.92595 2.14008
69 H 3.28913 3.00595 1.07508
70 H 3.81113 1.42895 1.54608
71 O -3.17087 -1.18205 2.05908
72 C -4.33887 -1.66305 2.02908
73 O -4.78787 -2.53805 2.88708
74 C -6.19687 -2.68405 2.77208
75 C -6.35587 -2.07005 1.32708
76 O -5.15387 -1.31905 1.06808
77 H -6.56287 -3.79405 2.78608
78 H -6.74687 -2.28205 3.63808
79 H -7.19087 -1.24105 1.13108
80 H -6.46087 -2.82905 0.44908
81 O 1.17413 -3.33205 -2.84692
82 C 2.31713 -3.50205 -3.13892
83 O 3.28913 -2.61705 -3.32992
84 C 4.40713 -3.01605 -4.06192
85 C 4.30513 -4.57405 -3.96292
86 O 2.90813 -4.71505 -3.67992
87 H 4.25013 -2.42305 -4.81492
88 H 5.20713 -2.60905 -3.57892
89 H 4.81513 -5.07105 -2.88592
90 H 4.74013 -4.73305 -4.77992
91 O 6.62413 -3.72605 1.38108
92 C 5.41613 -3.95205 1.14008
93 O 5.03713 -4.14705 -0.07792
94 C 3.59313 -4.43405 -0.12692
95 C 3.23713 -4.42505 1.42308
96 O 4.52413 -4.22605 2.02708
97 H 2.94913 -3.53905 -0.52992
98 H 3.42813 -5.40805 -0.66692
99 H 3.04713 -5.34305 1.69108
100 H 2.37513 -3.77005 1.63508
101 O -6.78987 3.54995 3.94508
102 C -6.28387 3.25795 2.82608
103 O -5.60587 4.10595 2.01608
104 C -5.15887 3.36095 0.86408
105 C -5.66287 2.01995 1.04308
106 O -6.16587 1.99695 2.37008
107 H -5.80287 3.77295 0.00008
108 H -4.05687 3.56495 1.06408
109 H -4.87987 1.33895 1.00208
110 H -6.38387 1.71795 0.18408
111 O 0.17813 -2.80705 3.27608
112 C -0.31087 -1.83005 3.69308
113 O 0.07113 -0.58405 3.35108
114 C -0.88987 0.44395 3.88208
115 C -1.81287 -0.50805 4.62308
116 O -1.35887 -1.79305 4.45508
117 H -0.57587 1.44195 4.49608
118 H -1.47487 0.97995 3.10008
119 H -2.80787 -0.72805 4.24208
120 H -1.55587 -0.40105 5.78908
121 O 2.97113 -0.98805 2.06808
122 C 3.85613 -0.97805 2.89508
123 O 3.71113 -1.64505 4.04908
124 C 4.84413 -1.37505 4.85408
125 C 5.72513 -0.43005 4.05308
126 O 4.90513 -0.31805 2.86608
127 H 4.34113 -1.14805 5.84908
128 H 5.37413 -2.28705 5.15908
129 H 6.74213 -0.66305 4.02608
130 H 5.58513 0.29895 4.63108

Lowest unoccupied orbital energy in Ha: 0.0001
2S+1: 1

=====

Entry 2:
Density functional theory data (ωB97M-V/def2-TZVPD) for a molecular structure, C36H57BN8O9Pb at a distorted geometry.

Element x y z (Å)
1 Pb 24.75879 21.16926 6.14170
2 O 24.09076 29.66474 4.23885
3 C 24.41783 28.58780 3.73963
4 O 24.84043 27.60020 4.42608
5 B 25.02966 26.53063 3.48584
6 O 24.75397 27.04406 2.14926
7 C 24.21882 28.20425 2.32013
8 O 23.62277 28.83697 1.47624
9 O 24.42263 25.26592 3.82331
10 C 25.37308 24.31599 3.97784
11 O 25.29106 23.16453 4.40499
12 C 26.70260 24.97869 3.68530
13 O 26.50011 26.25284 3.51244
14 O 27.84071 24.41183 3.83389
15 O 26.92971 20.37051 5.57579
16 H 27.80347 20.30974 6.00868
17 C 25.96147 16.34402 2.32405
18 C 27.14601 16.46561 3.32772
19 C 26.66980 16.68152 4.85215
20 C 25.82195 15.67219 5.39340
21 N 25.15566 14.81631 5.80965
22 H 25.23876 17.14149 2.49679
23 H 25.38129 15.43690 2.49324
24 H 26.28123 16.34067 1.28201
25 H 27.79131 17.27794 2.99337
26 H 27.73402 15.58812 3.05875
27 H 26.17456 17.63644 5.02816
28 H 27.55887 16.75154 5.47884
29 C 19.72963 18.32911 5.92925
30 C 20.77658 18.17065 4.85860
31 C 21.95464 17.35078 5.34085
32 C 22.74983 18.22636 6.15198
33 N 23.47499 18.87150 6.86585
34 H 19.43273 17.46961 6.53024
35 H 18.90375 18.97071 5.62206
36 H 20.18088 18.89485 6.74437
37 H 21.06632 19.01137 4.22826
38 H 20.34342 17.52659 4.09331
39 H 22.57520 17.11545 4.47618
40 H 21.69840 16.48257 5.94802
41 C 29.90661 13.49257 4.60861
42 C 30.85420 14.57535 4.64730
43 C 30.89061 15.51045 5.87655
44 C 31.34575 16.90905 5.47749
45 N 31.74543 17.94609 5.26648
46 H 28.94363 13.96904 4.79234
47 H 30.08136 12.79182 5.42502
48 H 29.84352 13.11286 3.58884
49 H 30.65781 15.13903 3.73527
50 H 31.77605 14.05423 4.38900
51 H 31.64243 15.17304 6.59001
52 H 29.89940 15.58954 6.32304
53 C 25.80868 22.19104 0.06657
54 C 26.72259 21.20685 0.75767
55 C 26.50515 21.13559 2.28168
56 C 25.15742 20.66923 2.78558
57 N 24.10927 20.31488 3.18325
58 H 25.93254 23.24577 0.31211
59 H 24.75991 22.01701 0.30720
60 H 25.82911 22.12945 -1.02150
61 H 27.76704 21.48518 0.61711
62 H 26.60085 20.17114 0.44054
63 H 26.55189 22.16341 2.64153
64 H 27.20787 20.52945 2.85340
65 C 30.27940 19.19170 9.82648
66 C 29.06098 19.49573 9.06239
67 C 27.74982 19.30162 9.85068
68 C 26.54516 19.77574 9.10893
69 N 25.58821 20.13106 8.53563
70 H 31.24274 19.28769 9.32561
71 H 30.17929 18.18067 10.22133
72 H 30.26293 19.84468 10.69908
73 H 29.09024 18.79024 8.23201
74 H 29.07677 20.50118 8.64178
75 H 27.69496 19.81119 10.81267
76 H 27.51038 18.27345 10.12201
77 C 29.86559 25.01747 7.22362
78 C 30.18876 23.57990 7.43999
79 C 29.25187 22.76220 6.52845
80 C 27.83331 22.87085 6.92086
81 N 26.74178 22.95343 7.17700
82 H 30.10934 25.59539 8.11507
83 H 28.78581 25.11169 7.33892
84 H 30.16161 25.42842 6.25843
85 H 30.06424 23.39192 8.50641
86 H 31.25312 23.35820 7.36196
87 H 29.65965 21.78861 6.80039
88 H 29.47848 22.97438 5.48359
89 C 24.08393 26.51039 8.74335
90 C 24.44887 25.69116 9.91938
91 C 24.48068 24.18212 9.82696
92 C 23.88860 23.52850 8.57782
93 N 23.57661 22.94190 7.55972
94 H 24.86654 26.27468 8.02221
95 H 24.08976 27.58182 8.94361
96 H 23.17063 26.23545 8.21571
97 H 23.61187 25.78235 10.61163
98 H 25.37207 26.03365 10.38682
99 H 24.04229 23.61127 10.64552
100 H 25.47819 23.74664 9.88563
101 C 34.08607 21.20954 4.51436
102 C 33.14716 22.36961 4.97191
103 C 33.35305 23.71159 4.40797
104 C 33.67365 23.75463 3.04798
105 N 33.90760 23.69070 1.90949
106 H 35.12639 21.50986 4.63939
107 H 33.91125 20.93591 3.47384
108 H 33.98749 20.33867 5.16240
109 H 33.09137 22.52379 6.04951
110 H 32.18039 21.87918 4.85822
111 H 34.12716 24.13816 5.04586
112 H 32.44497 24.31447 4.40402

Lowest unoccupied orbital energy in Ha: -0.0073
ΔE to the lowest compared entry with this formula, charge and spin in kcal/mol: 43.59
2S+1: 1

=====

Question: Which value of lowest unoccupied orbital energy does entry 1 give?
Answer: 0.0001 Ha